ORCA calculation (ωB97M-V/def2-TZVPD) on a molecular structure, C46H48AsEuF2N9P2S5Se at a distorted geometry.

Calculated values
- E_LUMO (spin up / spin down) (eV) = 3.65 / 3.65
- multiplicity = 8
- molar mass (g mol⁻¹) = 1293.1
- HOMO-LUMO gap (spin up / spin down) (Ha) = 0.2063 / 0.2067
- relative energy (zero: lowest compared OMol25 entry of this formula, charge and spin) (kcal per mole) = 53.4
- net charge = -2
- max |F| (Eh/bohr) = 0.070
- E (eV) = -285598.212

Each line ends with the Mulliken charge.
Cartesian coordinates (Å):
Eu1 -1.3027 1.2189 -0.2233  1.341
N1 1.0075 4.4540 0.8203  0.714
C1 1.1773 4.5049 2.1617  -0.383
C2 -0.0002 4.8160 2.6984  -0.512
N2 -0.9467 4.9831 1.7001  -0.569
C3 -0.3095 4.6675 0.6263  -0.224
C4 -0.8915 4.6415 -0.7434  0.365
N3 -1.7970 3.8212 -1.1567  -0.218
C5 -2.0620 4.1769 -2.4554  -0.578
C6 -1.3669 5.2844 -2.8051  -0.485
N4 -0.6234 5.5759 -1.6680  0.089
H1 1.7450 4.1538 0.1317  -0.223
H2 2.1399 4.3255 2.6320  0.417
H3 -0.2668 4.9579 3.7780  0.367
H4 -2.7134 3.5956 -3.1061  0.406
H5 -1.1966 5.6493 -3.8120  0.423
H6 0.2296 6.0669 -1.7068  0.316
S1 -1.1679 -0.9186 -5.5884  -0.448
As1 -1.6493 0.5267 -4.2102  0.217
S2 1.0096 1.4655 -2.7058  -0.291
S3 -2.6157 -0.2414 -2.3450  -0.471
S4 1.2515 3.1931 -3.7208  -0.145
C7 -1.2676 -1.8282 2.5931  -1.550
P1 -1.6451 -1.8437 0.7356  0.583
C8 -0.8231 -3.3256 0.1026  0.601
C9 0.3394 -3.8638 0.6591  -0.569
C10 0.8222 -5.0548 0.2145  -0.936
C11 0.1437 -5.6857 -0.8418  -0.471
C12 -1.0445 -5.2341 -1.3537  -0.929
C13 -1.5429 -3.9931 -0.8995  -0.402
C14 -3.3742 -2.4517 0.8473  0.517
C15 -4.4138 -1.4988 0.8003  -0.404
C16 -5.7042 -1.8988 1.0645  -0.633
C17 -6.0114 -3.2680 1.2483  -0.569
C18 -4.9742 -4.1919 1.3411  -0.892
C19 -3.6710 -3.7620 1.1890  -0.086
P2 -1.3319 -3.4434 3.6147  -0.143
C20 -0.2260 -2.9418 4.9825  0.694
C21 0.6748 -3.9093 5.4777  -0.633
C22 1.6271 -3.4984 6.4357  -0.522
C23 1.8054 -2.1635 6.7541  -0.632
C24 0.8382 -1.2318 6.2518  -0.488
C25 -0.1822 -1.6316 5.4403  -0.070
C26 -2.9931 -3.5426 4.4378  0.494
C27 -3.9566 -2.5122 4.2362  -0.177
C28 -5.3363 -2.6995 4.5626  -0.899
C29 -5.6887 -3.9490 5.1421  -0.401
C30 -4.7316 -4.9064 5.3647  -0.646
C31 -3.4078 -4.7255 4.9390  -0.236
H7 -1.8621 -1.0527 3.0897  0.549
H8 -0.1793 -1.5845 2.7010  0.698
H9 0.8134 -3.3211 1.4358  0.712
H10 1.7444 -5.4606 0.5350  0.449
H11 0.5287 -6.6389 -1.2407  0.276
H12 -1.5666 -5.8293 -2.0794  0.443
H13 -2.3791 -3.5321 -1.3970  0.542
H14 -4.1685 -0.4479 0.6735  0.277
H15 -6.5192 -1.1806 1.2325  0.421
H16 -7.0596 -3.5861 1.4319  0.320
H17 -5.2062 -5.2315 1.4654  0.422
H18 -2.7850 -4.4530 1.1993  0.202
H19 0.5657 -4.9365 5.1865  0.416
H20 2.3329 -4.1942 6.8594  0.345
H21 2.5636 -1.8013 7.4273  0.417
H22 0.9267 -0.1659 6.4677  0.375
H23 -0.9256 -0.9607 5.0499  0.328
H24 -3.6405 -1.5754 3.7728  0.558
H25 -6.0640 -1.9657 4.3483  0.527
H26 -6.7699 -4.0416 5.3349  0.326
H27 -5.0712 -5.8518 5.8372  0.290
H28 -2.7133 -5.5714 5.0138  0.318
C32 2.2814 -1.6279 -4.3971  -1.045
C33 1.2674 -1.7928 -3.2851  1.243
C34 1.8640 -1.9196 -1.9772  -0.035
N5 2.3903 -1.8432 -0.9613  -0.490
H29 1.7115 -1.4907 -5.3182  0.274
H30 2.9195 -2.5073 -4.5525  0.379
H31 2.8991 -0.7819 -4.1435  0.067
H32 0.6194 -2.7080 -3.4500  0.351
H33 0.6592 -0.9260 -3.2094  -0.865
C35 2.0029 6.2354 -4.2212  -0.926
N6 2.9335 5.0612 -4.3429  -0.039
C36 2.8565 3.9214 -3.3937  -0.333
Se1 3.2063 4.5048 -1.5909  -0.456
N7 3.9287 2.9771 -3.9316  -0.314
C37 3.9583 3.2696 -5.3178  0.656
C38 4.2801 2.4315 -6.3388  -0.662
C39 4.1554 2.9344 -7.6554  -0.649
C40 3.7662 4.1960 -7.9115  -0.490
C41 3.3625 5.0553 -6.8713  -0.934
C42 3.3788 4.5519 -5.5867  0.775
H34 2.0290 6.5935 -3.1885  0.238
H35 0.9739 5.9898 -4.5347  0.187
H36 2.4324 7.0239 -4.8655  0.399
H37 3.6593 2.0242 -3.7425  0.094
H38 4.6948 1.4350 -6.1704  0.368
H39 4.4793 2.3015 -8.4639  0.340
H40 3.7541 4.5366 -8.9387  0.351
H41 3.0044 6.0335 -7.0614  0.379
S5 0.9819 0.5804 1.6933  -0.034
C43 2.5512 0.7129 1.1182  -0.333
N8 3.0254 1.3366 0.0621  0.746
C44 4.4125 1.0274 -0.1398  -0.589
C45 4.9161 0.2907 1.1146  -0.418
N9 3.6220 0.1678 1.7487  -0.139
H42 2.5251 1.8388 -0.6677  -0.578
H43 4.9458 1.8793 -0.3679  0.525
H44 4.4378 0.3643 -1.0525  0.085
H45 5.6445 0.9321 1.6584  0.247
H46 5.2720 -0.7595 0.9183  0.289
H47 3.4522 -0.5576 2.4331  0.207
F1 -2.8358 0.9380 2.7580  -0.269
C46 -2.4192 2.1076 2.0710  -0.317
F2 -3.6052 2.3383 1.2630  -0.321
H48 -2.5352 2.8427 2.8252  0.116